Entry 1:
95
Properties=species:S:1:pos:R:3:forces:R:3 method="wB97M-V/def2-TZVPD" e_lumo_ev=-2.6 e_homo_ev=-11.265 total_charge=+1 orbital_gap_ev=8.67
C 4.213943 -4.712564 1.355121 0.1 0.1 -0.1
C 4.994229 -3.737964 0.469547 0.0 0.1 0.0
C 5.848429 -2.731675 1.258782 0.0 0.0 0.1
C 5.870036 -1.339358 0.629640 -0.1 0.1 -0.1
C 6.382556 -1.316353 -0.828079 0.1 -0.1 0.1
C 7.618007 -0.433746 -1.044815 0.0 0.0 -0.1
C 7.346861 1.064421 -1.320822 0.0 0.0 0.1
C 5.913398 1.558274 -1.082065 0.0 0.2 0.0
C 4.981822 1.447830 -2.298574 0.1 -0.1 0.0
C 3.894250 2.516411 -2.356449 -0.1 -0.1 0.0
C 2.939733 2.496078 -1.154439 0.0 -0.1 0.1
C 3.362347 3.345819 0.054908 0.0 -0.1 -0.1
C 2.171070 3.869481 0.856941 0.1 0.0 0.2
C 1.593886 2.827125 1.838347 -0.1 -0.1 -0.2
C 0.152505 2.460972 1.504349 -0.3 0.3 0.0
N -0.473300 1.771664 2.663154 1.2 -0.9 -0.4
C -1.391092 0.816653 2.501287 -0.6 0.0 0.1
N -1.583673 -0.083349 3.460110 -0.2 0.1 0.2
N -2.152850 0.765732 1.396973 0.0 0.7 -0.1
C -3.639913 0.787955 1.483248 0.1 -0.3 -0.1
C -4.265346 0.323271 0.169137 -0.1 0.1 0.0
C -5.559370 -0.469221 0.371521 0.1 0.1 -0.1
C -6.069997 -1.071106 -0.941255 0.1 0.3 0.0
O -7.311111 -0.426251 -1.242856 -0.2 -0.3 0.2
C -8.082842 -1.059536 -2.203143 0.0 -0.2 0.7
C -9.048031 -2.070658 -1.651899 0.0 0.0 0.0
O -7.964992 -0.778677 -3.346203 0.1 0.2 -0.9
H 3.351211 -5.114762 0.824709 0.1 -0.1 0.0
H 3.835675 -4.195482 2.241844 0.0 -0.1 0.0
H 4.846090 -5.536603 1.692141 -0.1 0.0 0.0
H 4.289898 -3.176666 -0.155318 0.0 0.0 0.0
H 5.628829 -4.304090 -0.217037 -0.1 0.1 -0.1
H 5.426836 -2.647403 2.266821 0.1 0.0 0.0
H 6.872054 -3.100326 1.385356 -0.1 0.0 0.0
H 4.846599 -0.944510 0.677168 0.0 0.0 0.0
H 6.479047 -0.658935 1.234793 0.0 -0.1 0.0
H 6.642422 -2.336267 -1.122866 0.0 0.0 0.0
H 5.580059 -1.010504 -1.503938 0.1 -0.1 0.0
H 8.259328 -0.525709 -0.162768 0.0 -0.1 -0.1
H 8.192995 -0.839462 -1.880295 0.0 0.0 0.1
H 8.020225 1.655470 -0.695591 0.0 0.0 -0.1
H 7.620396 1.296554 -2.354487 0.0 0.0 0.1
H 5.967604 2.615604 -0.800181 0.0 0.0 0.0
H 5.477390 1.034074 -0.224091 0.0 0.2 -0.1
H 4.486545 0.470066 -2.317616 0.1 0.0 0.0
H 5.590056 1.496408 -3.207350 -0.1 0.1 0.0
H 4.345494 3.509982 -2.460620 0.0 0.0 0.1
H 3.303348 2.351045 -3.261837 0.1 0.0 0.0
H 2.820412 1.448325 -0.845823 -0.1 0.1 0.0
H 1.949831 2.834281 -1.481562 0.1 0.0 0.0
H 3.981361 4.182131 -0.279032 -0.1 0.0 0.0
H 3.997107 2.752770 0.721453 0.1 0.1 0.0
H 2.474282 4.753663 1.420580 0.0 0.0 0.0
H 1.387218 4.198231 0.166185 0.1 0.0 0.0
H 2.198568 1.915865 1.781441 0.0 0.0 0.2
H 1.631304 3.203189 2.864629 0.0 0.0 0.0
H 0.136093 1.808854 0.625742 0.0 0.0 0.0
H -0.423789 3.361149 1.282238 0.0 0.0 0.0
H 0.241308 1.505428 3.332700 -0.1 0.2 0.2
H -1.049007 -0.075401 4.312813 -0.1 0.1 0.0
H -2.335158 -0.747618 3.379717 0.1 -0.1 0.0
H -1.814329 1.409467 0.692689 -0.2 0.0 0.0
H -3.941934 1.810419 1.720315 -0.1 -0.1 0.1
H -3.939950 0.132560 2.302073 0.0 0.0 0.0
H -4.501582 1.201625 -0.439289 0.2 -0.1 -0.1
H -3.536431 -0.282029 -0.376796 0.0 0.0 0.1
H -5.420263 -1.247594 1.127232 0.0 0.0 -0.1
H -6.342390 0.203731 0.728095 0.0 -0.1 0.1
H -5.369931 -0.861311 -1.757448 0.0 -0.1 0.0
H -6.202817 -2.154351 -0.865912 -0.1 0.0 0.0
H -8.535497 -3.031203 -1.548240 0.0 0.1 0.0
H -9.873075 -2.200593 -2.348035 0.0 0.0 0.0
H -9.411628 -1.771946 -0.670568 0.0 0.0 0.0
N -5.898931 3.702098 -1.740335 0.1 0.0 0.0
C -6.504267 2.635143 -2.264768 0.1 0.1 0.0
C -7.070521 2.611258 -3.529659 0.0 0.0 0.0
C -7.016234 3.767352 -4.292379 0.0 0.0 0.0
C -6.399143 4.888299 -3.760032 0.0 0.0 0.0
C -5.856376 4.804634 -2.486381 0.0 0.0 0.0
H -6.535388 1.753404 -1.638398 -0.1 0.0 0.0
H -7.535642 1.706821 -3.897454 0.0 0.0 0.0
H -7.447760 3.794078 -5.284533 0.0 0.0 0.0
H -6.335805 5.812269 -4.318316 0.0 0.0 0.0
H -5.364616 5.663368 -2.042614 0.0 0.0 0.0
N 0.646655 -4.672834 1.468438 0.0 0.1 0.0
C 0.397153 -3.575465 2.176542 0.0 0.0 0.0
C -0.545859 -3.519173 3.191987 0.0 0.0 0.0
C -1.272538 -4.662573 3.486969 0.0 0.0 0.0
C -1.023037 -5.810928 2.754714 0.0 0.0 0.0
C -0.054596 -5.764710 1.760949 0.0 0.0 0.0
H 0.990730 -2.702413 1.923196 0.0 0.0 0.0
H -0.695856 -2.600545 3.745251 0.1 -0.1 0.0
H -2.013186 -4.662911 4.276248 0.0 0.0 0.0
H -1.559922 -6.728889 2.949691 0.0 0.0 0.0
H 0.172782 -6.647634 1.174387 0.0 0.0 0.0

Entry 2:
14
Properties=species:S:1:pos:R:3:forces:R:3 method="wB97M-V/def2-TZVPD" e_lumo_ev="-6.5 / -7.9" e_homo_ev="-12.429 / -15.160" multiplicity=5 total_charge=+1 orbital_gap_ev="5.89 / 7.29" s_squared=6.009
O 0.369472 -0.858232 -1.502928 0.5 1.5 -1.4
O -0.573821 0.762030 -0.380648 -2.0 2.4 0.6
O 1.311491 -0.068775 0.281859 0.9 1.8 -0.2
C -1.570202 0.053828 0.514626 0.8 2.1 -1.7
C -2.763232 0.953909 0.615976 -0.5 -0.4 0.5
C 0.479287 0.144744 -0.777087 -2.1 -6.7 2.0
H -3.417648 0.547141 1.403597 0.1 0.2 -0.2
H -2.527732 2.003911 0.895976 0.3 -0.7 -0.1
H -3.386231 1.020944 -0.302048 0.6 -0.3 0.3
Co -0.730085 -1.644304 0.776372 0.5 0.4 -0.7
C 2.622981 -0.546133 -0.020265 1.6 -0.6 0.4
H 3.310024 0.246631 0.289344 0.0 -0.5 0.4
H 2.919215 -0.788099 -1.046303 -1.1 0.3 -0.2
H 2.724032 -1.496709 0.515498 0.4 0.5 0.2

Entry 3:
13
Properties=species:S:1:pos:R:3:forces:R:3 method="wB97M-V/def2-TZVPD" e_lumo_ev=0.7 e_homo_ev=-8.721 smiles="OC1=CC1.C" orbital_gap_ev=9.44
O -0.862661 0.399524 -1.487627 0.0 0.2 -0.1
C 0.291727 0.415689 -0.831417 0.7 0.3 -0.3
C 1.239828 1.056899 -0.233410 -0.1 0.2 -0.6
C 1.464670 -0.416338 -0.554142 0.2 -0.4 -0.2
H -1.149294 1.320800 -1.549782 -0.2 -0.1 -0.1
H 1.679349 2.006441 -0.013626 0.2 0.0 0.2
H 1.481664 -1.175552 0.237278 -0.2 0.2 -0.1
H 2.061669 -0.681849 -1.426596 0.3 -0.1 0.1
C -1.247822 -0.592491 1.169344 -0.1 0.0 0.3
H -1.062422 -1.007821 2.154903 -0.3 -0.2 0.2
H -1.201565 -1.383592 0.414328 0.1 0.2 0.2
H -2.220876 -0.102714 1.103388 0.0 -0.2 0.2
H -0.474268 0.161009 1.017357 -0.4 -0.4 0.2

Entry 4:
70
Properties=species:S:1:pos:R:3:forces:R:3 method="wB97M-V/def2-TZVPD" e_lumo_ev="0.1 / 0.0" e_homo_ev="-5.662 / -7.430" multiplicity=3 orbital_gap_ev="5.73 / 7.47" s_squared=2.050
Co 0.005461 0.996507 0.182785 -0.3 -0.1 -0.2
C 2.539501 0.247120 4.877251 0.2 -0.2 -0.1
N 1.372553 0.515182 4.060219 0.0 0.0 -0.1
C 0.098309 0.103116 4.327868 -0.2 0.0 0.0
C -0.655157 0.433243 3.237054 0.0 0.1 0.1
N 0.140581 1.030145 2.305542 0.2 -0.2 0.0
C 1.362634 1.049175 2.814158 0.0 0.2 0.1
P 2.797157 1.778617 1.952817 -0.4 -0.2 -0.1
C 1.831013 3.044132 1.045518 0.2 0.1 -0.1
N 0.832082 2.799008 0.210865 0.1 0.3 0.2
C 0.426496 3.997174 -0.292217 -0.1 0.1 0.0
C 1.198200 4.989102 0.240491 -0.1 0.0 -0.1
N 2.087086 4.377735 1.080328 0.0 -0.2 0.0
C 3.074160 5.041322 1.910488 0.1 0.0 0.1
C 2.866203 0.614653 0.555246 0.0 0.1 0.0
N 1.817744 0.293205 -0.186021 0.2 -0.2 0.2
C 2.260166 -0.569365 -1.142111 0.0 0.0 0.0
C 3.599227 -0.767150 -0.971287 -0.1 -0.1 -0.2
N 3.977255 0.001414 0.089573 -0.1 -0.1 0.0
C 5.269769 -0.043207 0.739301 0.1 -0.2 0.2
H 2.282927 0.334771 5.930159 0.0 0.0 0.0
H 3.323761 0.962004 4.635213 0.0 0.1 0.0
H 2.909523 -0.754530 4.660503 0.0 -0.1 0.0
H -0.170264 -0.385093 5.248743 0.1 0.0 0.0
H -1.710154 0.299395 3.070293 0.0 -0.1 0.0
H -0.397148 4.071944 -0.981540 0.0 0.0 0.0
H 1.188614 6.053036 0.079897 0.0 0.0 0.1
H 3.270000 6.032560 1.510705 0.0 0.0 0.0
H 3.999779 4.470452 1.913712 0.0 0.0 0.0
H 2.718156 5.136788 2.936173 0.0 0.0 0.0
H 1.601395 -1.005003 -1.869996 -0.1 -0.1 0.0
H 4.285940 -1.403668 -1.501013 0.0 0.0 0.0
H 6.027297 -0.331082 0.015304 0.0 0.0 0.0
H 5.240850 -0.783261 1.540989 0.1 0.0 0.0
H 5.516240 0.931291 1.155186 0.0 0.0 0.0
C -1.548694 -0.765388 -6.737927 0.0 0.1 0.0
C -1.814460 -0.275841 -5.341951 0.0 0.0 0.0
C -1.222011 -0.892170 -4.243880 0.0 0.1 0.0
C -1.489515 -0.472665 -2.949928 0.1 -0.1 0.0
C -2.371173 0.581278 -2.758739 -0.1 0.1 0.2
C -2.957764 1.227426 -3.838255 -0.1 0.1 0.1
C -2.670892 0.802595 -5.122445 0.1 -0.1 0.0
S -2.850530 1.123144 -1.140471 -0.2 -0.1 -0.2
O -4.040413 1.899166 -1.247621 0.1 -0.1 0.0
O -3.193043 -0.176694 -0.375785 -0.2 0.4 -0.2
O -1.725414 1.799906 -0.503386 0.1 0.1 0.1
H -0.963454 -1.683095 -6.726404 0.0 0.0 0.0
H -1.002506 -0.015488 -7.313017 0.0 0.0 0.0
H -2.486261 -0.962880 -7.258627 0.0 0.0 0.0
H -0.538105 -1.718087 -4.397796 0.0 0.0 0.0
H -1.027732 -0.976641 -2.109548 0.0 0.0 0.0
H -3.642659 2.043562 -3.651718 0.0 0.0 -0.1
H -3.120425 1.308928 -5.968030 0.0 0.0 0.0
C -0.870962 -0.690709 0.307982 0.0 -0.4 0.3
C -2.137754 -1.033159 0.198364 0.6 -0.7 0.3
C -2.771865 -2.331803 0.550187 -0.3 0.2 -0.1
C -3.090691 -2.630242 1.871953 -0.1 0.0 -0.1
C -3.669021 -3.848236 2.191940 -0.1 0.0 0.0
C -3.929238 -4.775166 1.194852 0.0 0.0 0.0
C -3.622866 -4.479964 -0.125916 0.0 0.0 0.0
C -3.053729 -3.258712 -0.448967 0.0 -0.1 0.0
H -2.872702 -1.907072 2.647952 0.0 0.0 0.0
H -3.906340 -4.080453 3.221866 0.0 0.0 0.0
H -4.359018 -5.736915 1.443572 0.0 0.0 0.0
H -3.817138 -5.207781 -0.903209 0.0 0.0 0.0
H -2.803651 -3.026260 -1.477152 0.0 0.0 0.0
Cl 2.323519 -2.448644 2.266052 -0.1 0.4 -0.3
Ge 0.076888 -2.661780 1.418182 0.3 0.1 0.0
Cl -0.318986 -4.670224 2.539975 0.0 0.2 -0.1
Cl 0.501261 -3.620658 -0.594330 0.1 0.1 0.0

Entry 5:
20
Properties=species:S:1:pos:R:3:forces:R:3 method="wB97M-V/def2-TZVPD" e_lumo_ev=3.0 e_homo_ev=-2.533 smiles=[S-]CCCNCCS total_charge=-1 orbital_gap_ev=5.50
S 1.664184 -1.723639 -1.251802 0.2 0.3 0.3
C -0.032605 -2.138818 -1.717230 -0.1 -0.1 0.3
C -0.992392 -2.488423 -0.579290 -0.6 0.9 0.1
C -1.769677 -1.246808 -0.084198 1.7 -1.0 0.9
N -0.915938 -0.434693 0.791894 -0.7 1.0 0.2
C -0.401367 0.821043 0.250605 0.2 -1.0 -0.5
C 0.277638 1.547407 1.380545 -0.2 1.0 1.0
S 0.377612 3.375929 1.211266 0.1 -0.2 -0.1
H 0.035257 -2.976401 -2.365868 0.0 -1.0 -0.7
H -0.519691 -1.383617 -2.334409 0.0 0.4 0.0
H -1.752639 -3.230039 -0.861145 0.2 -0.1 -0.2
H -0.436546 -2.858991 0.281928 0.1 -0.4 -0.1
H -2.092760 -0.675150 -0.937419 -0.5 0.3 -0.2
H -2.562523 -1.600458 0.562962 -0.8 0.1 -0.3
H -0.115101 -0.960360 1.081187 0.4 -0.5 -0.1
H 0.298844 0.588350 -0.553566 0.4 0.2 -0.1
H -1.211417 1.374535 -0.222311 -0.2 0.3 0.4
H -0.252501 1.368629 2.317154 -0.4 0.0 -0.1
H 1.283157 1.241591 1.662664 0.2 -0.3 -0.8
H -0.878581 3.632286 1.598095 0.0 0.0 0.0

Entry 6:
19
Properties=species:S:1:pos:R:3:forces:R:3 method="wB97M-V/def2-TZVPD" e_lumo_ev=3.8 e_homo_ev=-4.321 total_charge=-1 orbital_gap_ev=8.08
C -1.017648 2.102345 -1.444030 -1.4 -0.1 1.3
C -2.321054 1.413763 -0.805946 0.4 2.1 -1.8
O -2.141099 0.547075 0.057500 -0.2 -0.7 1.0
O -3.369443 1.821172 -1.343736 -0.2 -0.5 0.5
H -1.046227 3.203618 -1.348730 -0.2 -0.5 0.0
H -1.162464 1.832250 -2.488273 0.9 -0.1 -0.1
H -0.194200 1.719611 -0.846166 0.6 -0.1 -0.8
C 0.663562 -1.376380 1.030597 1.0 -1.0 -0.8
C 0.737250 -1.470043 -0.476310 -0.6 -0.8 -0.3
C 1.884607 -0.574035 1.511030 0.9 -0.2 -1.4
O -0.540783 -0.943710 1.489556 -2.1 1.1 1.4
H 0.749576 -2.447763 1.381678 0.2 0.9 0.1
H 0.047397 -2.214107 -0.884744 -0.1 0.0 0.2
H 1.943026 0.442012 1.083633 -0.6 -0.1 0.4
H 1.926669 -0.564222 2.571959 0.1 0.3 1.0
H 2.843749 -1.007500 1.116001 -0.8 -0.1 0.5
H -1.141130 -0.189237 1.098281 1.7 -1.2 -0.7
H 1.721827 -1.754291 -0.824500 0.4 0.2 -0.1
H 0.416385 -0.540559 -0.877800 0.0 1.0 -0.6

The E_tot results, record by record, are as follows: -1676.94763, -1763.97667, -232.32312, -7179.20732, -1048.84747, -422.88012 hartree.